12
Properties=species:S:1:pos:R:3 method="wB97M-V/def2-TZVPD" homo_lumo_gap_ev=6.3 total_charge=+1 lumo_ev=-7.120 e_tot_ha=-227.5730 fmax_ev_per_a=5.970 de_lowest_kj_mol=476.0 homo_energy_ha=-0.49395
N 0.23396 1.90759 0.86473
N -1.70783 -1.33169 -0.89640
C 1.65514 -0.25208 -0.24503
C 2.24849 -1.35613 -0.49182
C -0.50738 2.72848 1.02200
H 1.02593 0.50903 0.23931
H -1.05794 -1.56096 -1.77575
H 1.98969 -2.39678 -0.73781
H 3.33860 -1.24664 -0.64643
H -2.33205 -0.64788 -1.12066
H -1.23011 3.44641 1.29894
H -2.07480 -2.18422 -0.48504